[1]
ORCA calculation (ωB97M-V with the def2-TZVPD basis set) on a molecular structure, C31H41BaN5O6PS3Te in a non-equilibrium geometry.

Last column: Löwdin charge in e.
Element x y z (Å)
1 Ba 0.4565 -0.6350 0.6818  1.9262
2 C -4.2130 0.4569 2.9914  -0.3967
3 S -3.3532 -0.6124 4.1843  0.7437
4 C -1.9157 -1.0201 3.1772  -1.1693
5 S -0.5202 -0.1383 3.4591  0.5076
6 N -2.1104 -2.0310 2.3924  -0.0939
7 N -1.2364 -2.3072 1.4384  -0.2059
8 C -1.1754 -3.5081 0.9758  -0.1450
9 C -0.3460 -3.8212 -0.1557  -0.3876
10 C -0.3214 -5.1333 -0.6671  -0.0498
11 C 0.4773 -5.4222 -1.7492  -0.0696
12 C 1.2109 -4.3916 -2.3314  -0.0552
13 C 1.0810 -3.1150 -1.8020  -0.1948
14 N 0.3244 -2.8238 -0.7617  -0.0493
15 H -4.9965 0.9544 3.5552  0.0190
16 H -4.6401 -0.1543 2.2012  0.0283
17 H -3.5284 1.1876 2.5683  0.0109
18 H -1.7732 -4.3098 1.4161  0.1266
19 H -0.8997 -5.9060 -0.1813  0.1102
20 H 0.5299 -6.4264 -2.1500  0.1047
21 H 1.8544 -4.5696 -3.1803  0.1021
22 H 1.6001 -2.2780 -2.2488  0.0830
23 O 0.9845 1.7105 0.4541  -0.2218
24 C -0.0633 2.6726 0.4494  -0.3360
25 C -1.4097 1.8230 0.3875  -0.6576
26 O -2.4579 2.4147 0.5947  0.0477
27 O -1.2352 0.6322 0.0654  -0.3453
28 C -0.1283 3.4532 -0.8337  -0.1497
29 C 0.3900 2.9146 -2.0101  -0.0307
30 C 0.2225 3.5704 -3.2171  -0.0911
31 C -0.4655 4.7719 -3.2685  -0.1004
32 C -0.9914 5.3093 -2.1040  -0.0800
33 C -0.8280 4.6570 -0.8954  -0.0177
34 C 0.0725 3.5333 1.6886  -0.1418
35 C 1.0178 4.5569 1.7029  -0.0406
36 C 1.2413 5.2961 2.8505  -0.0918
37 C 0.5179 5.0229 3.9997  -0.0984
38 C -0.4209 4.0066 3.9933  -0.0629
39 C -0.6431 3.2643 2.8465  -0.0279
40 H 1.8199 2.1906 0.4259  0.1217
41 H 0.9046 1.9620 -1.9846  0.1093
42 H 0.6244 3.1354 -4.1214  0.1024
43 H -0.5971 5.2828 -4.2123  0.0946
44 H -1.5372 6.2431 -2.1429  0.0990
45 H -1.2578 5.0656 0.0084  0.1257
46 H 1.5804 4.7802 0.8043  0.1196
47 H 1.9823 6.0835 2.8451  0.0955
48 H 0.6942 5.5984 4.8978  0.0951
49 H -0.9865 3.7831 4.8858  0.1066
50 H -1.3760 2.4732 2.8504  0.0710
51 C -2.9054 -3.6546 -4.2843  -0.0792
52 C -2.1608 -2.9509 -3.1519  -0.2781
53 N -2.5832 -1.5763 -3.0333  0.0125
54 C -1.7692 -0.5137 -3.2062  -0.8526
55 S -0.2320 -0.6532 -3.8212  0.6392
56 N -2.2702 0.7135 -2.9769  -0.0061
57 C -3.6390 1.0453 -2.6581  -0.2302
58 C -4.5193 0.9636 -3.9076  -0.0830
59 H -2.5689 -4.6861 -4.3669  0.0664
60 H -2.7067 -3.1432 -5.2240  0.0716
61 H -3.9807 -3.6560 -4.1051  0.0664
62 H -1.0884 -2.9546 -3.3576  0.0461
63 H -2.3403 -3.4700 -2.2056  0.1135
64 H -3.4168 -1.4221 -2.4884  0.1293
65 H -1.6013 1.4657 -3.0345  0.0914
66 H -3.6455 2.0563 -2.2481  0.1219
67 H -4.0209 0.3841 -1.8743  0.1136
68 H -4.1412 1.6381 -4.6735  0.0729
69 H -5.5435 1.2437 -3.6724  0.0679
70 H -4.5146 -0.0451 -4.3128  0.0600
71 C 4.5495 0.1861 4.4871  -0.0696
72 C 3.4260 0.1735 3.4608  -0.2980
73 O 2.9753 -1.1563 3.2637  -0.3234
74 P 3.1224 -1.8865 1.8308  0.0408
75 O 2.6343 -0.9856 0.7305  -0.7201
76 Te 2.3111 -4.0549 2.0153  0.5397
77 O 4.7747 -1.8617 1.7297  -0.2939
78 C 5.3026 -2.5925 0.6533  -0.3675
79 C 6.1511 -3.7455 1.1641  -0.0918
80 H 4.8989 1.2045 4.6490  0.0711
81 H 5.3755 -0.4276 4.1332  0.0704
82 H 4.1841 -0.2251 5.4266  0.0774
83 H 3.7744 0.5969 2.5113  0.1095
84 H 2.5699 0.7582 3.8201  0.1113
85 H 5.8996 -1.9122 0.0342  0.1158
86 H 4.4812 -2.9798 0.0375  0.0718
87 H 6.9343 -3.3680 1.8172  0.0703
88 H 6.6029 -4.2835 0.3331  0.0692
89 H 5.5208 -4.4275 1.7313  0.0337

Charge   -1
Spin multiplicity   1
Orbital gap   0.247 hartree
Energy above the lowest of the compared OMol25 structures with the same formula, charge and spin   0.0 kJ/mol
Energy   -3760.77067 hartree
E_LUMO   2.09 eV

[2]
ORCA calculation (ωB97M-V with the def2-TZVPD basis set) on 2 unconnected molecules or ions with the total composition C5H11NO in a non-equilibrium geometry.

Last column: natural (NBO) charge in e.
Element x y z (Å)
1 C 2.8682 0.2633 -0.6255  -0.3996
2 C 1.6811 -0.2194 -0.9769  -0.1841
3 C 0.4864 -0.2161 -0.1181  -0.1086
4 C -0.2183 -1.5185 0.1338  -0.6370
5 C -0.0024 0.9636 0.3047  -0.0022
6 N -1.0720 1.1539 1.1845  -0.8643
7 H 2.8928 0.7163 0.3628  0.1872
8 H 3.7272 0.2617 -1.2737  0.2029
9 H 1.6684 -0.7260 -1.9421  0.1999
10 H -1.1294 -1.4246 0.7258  0.2040
11 H 0.4225 -2.0835 0.8169  0.2118
12 H -0.4174 -2.2206 -0.6741  0.2311
13 H 0.7030 1.7830 0.1757  0.1958
14 H -1.1588 0.4161 1.8702  0.3881
15 H -1.2424 2.0956 1.4748  0.3942
16 O -2.9804 0.3188 -0.8435  -0.9576
17 H -2.5238 0.6410 -0.0752  0.4799
18 H -3.7048 -0.2049 -0.5202  0.4585

Spin multiplicity   1
Orbital gap   0.329 hartree
Energy above the lowest of the compared OMol25 structures with the same formula, charge and spin   194.5 kJ/mol
Energy   -327.05726 hartree
E_LUMO   0.81 eV

[3]
ORCA calculation (ωB97M-V with the def2-TZVPD basis set) on 2 unconnected molecules or ions with the total composition CH3N2S in a non-equilibrium geometry.

Last column: natural (NBO) charge in e.
Element x y z (Å)
1 C -0.9860 0.2821 0.4269  0.4839
2 N -2.0475 -0.1139 0.4853  -0.4256
3 N 1.5555 -0.0585 -0.3909  -0.9048
4 S 3.0144 -0.0316 0.1002  0.6495
5 H -2.8730 -0.6949 0.5664  0.5051
6 H 0.0917 0.5030 0.1763  0.3098
7 H 1.2449 0.1138 -1.3642  0.3820

Charge   +1
Spin multiplicity   1
Orbital gap (alpha / beta)   0.271 / 0.271 hartree
Energy above the lowest of the compared OMol25 structures with the same formula, charge and spin   171.9 kJ/mol
Energy   -547.19568 hartree
E_LUMO (alpha / beta)   -5.81 / -5.84 eV

[4]
ORCA calculation (ωB97M-V with the def2-TZVPD basis set) on 2 unconnected molecules or ions with the total composition C5H5ClO2 in a non-equilibrium geometry.

Last column: natural (NBO) charge in e.
Element x y z (Å)
1 C 1.3904 -0.4966 1.0044  -0.6330
2 C 0.2766 0.0439 0.2335  -0.1726
3 C 0.1773 1.3104 -0.0051  0.1513
4 C -1.3054 0.6243 -1.4200  0.1512
5 C -0.7742 -0.4518 -0.6450  0.2343
6 H 1.0187 -1.3288 1.6919  0.2295
7 H 1.8465 0.4756 1.5191  0.2250
8 H 2.3518 -1.0293 0.5068  0.2387
9 H 0.6917 2.1361 0.4171  0.1909
10 H -1.4533 -2.0448 1.0190  0.1564
11 O -0.7055 1.7768 -0.9110  -0.4085
12 O -0.9906 -1.7119 -0.8567  -0.4817
13 Cl -2.5240 0.6961 -2.5541  0.1184

Spin multiplicity   1
Orbital gap   0.206 hartree
Energy above the lowest of the compared OMol25 structures with the same formula, charge and spin   618.9 kJ/mol
Energy   -803.95147 hartree
E_LUMO   -2.51 eV

[5]
ORCA calculation (ωB97M-V with the def2-TZVPD basis set) on a molecular structure, C25H38CoIN3O4Si2Te.

Last column: Löwdin charge in e.
Element x y z (Å)
1 Co -0.9237 1.4446 0.1361  0.3645
2 C -2.7895 1.9776 4.1275  -0.0451
3 O -2.9508 0.5636 4.2183  -0.0839
4 C -3.2279 -0.1800 3.1193  -0.2380
5 C -4.0347 -1.2795 3.3253  0.0226
6 C -4.4366 -2.1114 2.2752  -0.0633
7 C -4.0460 -1.8125 0.9967  -0.0409
8 C -3.1908 -0.7173 0.7563  -0.1517
9 C -2.8778 -0.4071 -0.6014  -0.0168
10 N -2.0407 0.5038 -0.9652  -0.0958
11 N -1.8460 0.7076 -2.3205  0.0942
12 C -0.8748 1.5639 -2.4838  -0.4453
13 O -0.2518 2.1119 -1.4733  -0.1387
14 C -0.3963 1.8850 -3.8416  -0.1642
15 C -0.8204 1.1369 -4.9384  -0.0285
16 C -0.3218 1.4204 -6.1986  -0.0676
17 C 0.5928 2.4518 -6.3711  -0.0681
18 C 1.0094 3.2031 -5.2808  -0.0670
19 C 0.5192 2.9195 -4.0162  -0.0291
20 C -2.7170 0.0827 1.8229  -0.2507
21 O -1.8594 1.0667 1.6647  -0.1333
22 H -2.9204 2.3439 5.1424  0.0986
23 H -3.5480 2.4204 3.4799  0.1063
24 H -1.8020 2.2529 3.7613  0.0661
25 H -4.3768 -1.4637 4.3357  0.1316
26 H -5.0844 -2.9527 2.4769  0.1112
27 H -4.3866 -2.4024 0.1549  0.1171
28 H -3.3914 -0.9348 -1.4011  0.1497
29 H -1.5374 0.3398 -4.7938  0.1131
30 H -0.6486 0.8388 -7.0505  0.1086
31 H 0.9777 2.6725 -7.3582  0.1091
32 H 1.7171 4.0101 -5.4173  0.1093
33 H 0.8420 3.4910 -3.1569  0.1183
34 N 1.2432 2.1586 2.8443  0.2087
35 C 0.8013 3.0975 2.0090  -0.5930
36 O -0.0039 2.8756 1.0972  -0.0308
37 C 1.3278 4.4958 2.1713  -0.5405
38 I 0.9261 5.2829 4.1118  0.8557
39 H 0.8208 1.2433 2.8423  0.0664
40 H 1.8116 2.4139 3.6359  0.1015
41 H 0.8471 5.1337 1.4401  0.0622
42 H 2.4066 4.5138 2.0358  0.0642
43 C -0.1375 -0.9979 4.1374  -0.1539
44 Si 0.9189 -2.0160 2.9772  0.4278
45 C 2.7059 -1.4341 2.9817  -0.1883
46 C 0.8111 -3.8207 3.4429  -0.1707
47 C 0.2221 -1.8761 1.2092  -0.4860
48 Te 0.8577 -0.2304 0.0250  1.6056
49 C 0.5661 -1.2177 -1.8305  -0.4779
50 Si 2.2036 -1.4787 -2.7676  0.4114
51 C 3.3231 -2.5020 -1.6642  -0.1804
52 C 2.9437 0.1988 -3.1272  -0.1616
53 C 1.7785 -2.3833 -4.3450  -0.1645
54 H 0.3573 -0.8673 5.1027  0.0514
55 H -1.0808 -1.5166 4.3236  0.0435
56 H -0.4181 -0.0106 3.7644  0.0057
57 H 3.0348 -1.2407 4.0056  0.0384
58 H 2.8803 -0.5227 2.4036  -0.0055
59 H 3.3645 -2.2031 2.5708  0.0385
60 H 1.1641 -3.9753 4.4651  0.0423
61 H 1.4213 -4.4427 2.7847  0.0378
62 H -0.2185 -4.1811 3.3912  0.0399
63 H -0.8709 -1.9083 1.2018  0.0168
64 H 0.5832 -2.7228 0.6180  0.0189
65 H -0.1402 -0.6338 -2.4213  -0.0033
66 H 0.0827 -2.1602 -1.5666  0.0303
67 H 3.5452 -2.0018 -0.7169  0.0168
68 H 4.2798 -2.6870 -2.1575  0.0398
69 H 2.8791 -3.4751 -1.4393  0.0377
70 H 3.0682 0.8101 -2.2294  0.0266
71 H 2.3164 0.7583 -3.8265  0.0232
72 H 3.9307 0.0855 -3.5818  0.0432
73 H 1.3050 -3.3474 -4.1496  0.0382
74 H 2.6830 -2.5710 -4.9285  0.0411
75 H 1.1023 -1.7906 -4.9652  0.0302

Charge   +1
Spin multiplicity   1
Orbital gap (alpha / beta)   0.244 / 0.242 hartree
Energy above the lowest of the compared OMol25 structures with the same formula, charge and spin   15.9 kJ/mol
Energy   -3968.01186 hartree
E_LUMO (alpha / beta)   -4.08 / -4.14 eV

[6]
ORCA calculation (ωB97M-V with the def2-TZVPD basis set) on a molecular structure, C4H4O3.

Last column: natural (NBO) charge in e.
Element x y z (Å)
1 C -1.7007 0.3450 -0.4781  -0.7331
2 C -0.9167 -0.7589 0.1544  0.7949
3 O -1.0648 -1.9331 0.1048  -0.5011
4 C 1.0015 -0.0812 0.0541  0.2511
5 O 0.1683 -0.2405 1.0251  -0.4586
6 C 2.3967 0.2161 0.3361  0.2715
7 O 2.8247 1.3515 0.3451  -0.5115
8 H -2.6567 0.3762 0.0505  0.2514
9 H -1.8884 0.1041 -1.5260  0.2596
10 H -1.2043 1.3132 -0.4031  0.2462
11 H 3.0405 -0.6924 0.3372  0.1298

Spin multiplicity   1
Orbital gap   0.338 hartree
Energy above the lowest of the compared OMol25 structures with the same formula, charge and spin   348.0 kJ/mol
Energy   -380.41447 hartree
E_LUMO   -0.12 eV

Number 1: molecular weight 971.8 g/mol. Number 2: molecular weight 101.1 g/mol. Number 3: molecular weight 75.1 g/mol. Number 4: molecular weight 132.5 g/mol. Number 5: molecular weight 814.2 g/mol. Number 6: molecular weight 100.1 g/mol.